1.
13
Properties=species:S:1:pos:R:3 method="wB97M-V/def2-TZVPD" e_lumo_ev=-0.582 total_charge=0 orbital_gap_ev=8.2 e_homo_ev=-8.75
S 2.151 -0.402 0.129
N -0.483 -0.698 -0.070
N -1.820 -0.401 -0.628
N 0.418 1.568 -0.209
C 0.678 0.126 -0.064
C -2.694 -0.003 0.434
H -0.220 -1.725 -0.022
H 1.288 2.001 -0.224
H -1.454 0.316 -1.261
H -2.132 -0.833 1.226
H -2.610 0.794 1.221
H -0.370 1.759 1.099
H -3.623 0.095 0.035

=====

2.
14
Properties=species:S:1:pos:R:3 method="wB97M-V/def2-TZVPD" smiles="C[C@H](C=O)CO" e_lumo_ev=0.707 total_charge=0 orbital_gap_ev=10.3 e_homo_ev=-9.58
O -1.761 1.313 -1.196
O 1.941 0.962 0.026
C -1.183 -1.107 0.140
C -0.284 0.114 0.292
C -0.766 1.309 -0.509
C 1.151 -0.200 -0.136
H -0.907 -1.883 0.862
H 1.539 -1.035 0.466
H 1.131 -0.525 -1.189
H -1.098 -1.531 -0.867
H 2.803 0.798 -0.375
H -2.233 -0.846 0.294
H -0.114 2.201 -0.434
H -0.253 0.440 1.343

=====

3.
11
Properties=species:S:1:pos:R:3 method="wB97M-V/def2-TZVPD" smiles="BrN1C=CN(I)C1" e_lumo_ev=-0.835 total_charge=0 orbital_gap_ev=7.1 e_homo_ev=-7.92
I -2.895 0.617 0.027
Br 2.393 1.694 -0.003
N -1.121 -0.442 -0.322
N 1.218 0.077 -0.366
C 0.903 -0.611 0.849
C -0.426 -0.846 0.771
C -0.103 0.323 -1.052
H 1.554 -0.809 1.722
H -0.398 1.428 -0.936
H -0.170 0.033 -2.189
H -0.955 -1.463 1.499

=====

4.
82
Properties=species:S:1:pos:R:3 method="wB97M-V/def2-TZVPD" e_lumo_ev="-4.769 / -7.735" total_charge=+1 orbital_gap_ev="6.1 / 3.1" e_homo_ev="-10.89 / -10.84" multiplicity=2
Cu 0.666 -3.399 -0.236
O 4.923 -2.278 -1.303
O 0.362 -1.358 0.114
O 1.392 -3.415 1.955
O 0.598 4.483 -4.484
O 2.261 -1.499 -0.960
O -0.615 2.597 2.204
O 0.976 0.320 -1.219
O -3.707 -0.193 -1.783
O -4.971 -2.243 1.885
N -0.551 5.561 2.124
N -3.127 0.874 1.277
N 2.846 -4.285 -0.245
C 1.080 5.337 0.360
C 5.347 -1.996 -2.633
C 4.618 -5.148 1.223
C 0.065 4.425 -3.173
C -4.582 -0.358 -2.879
C 3.120 -4.789 1.128
C -0.153 2.927 -2.908
C 1.250 -0.840 -0.635
C 0.826 -2.607 2.977
C 2.694 -3.828 2.262
C -3.384 -0.572 1.500
C -4.794 -1.000 1.209
C -3.769 1.078 -1.177
C -6.191 -2.852 1.537
C -2.788 1.273 -0.038
C 4.888 -0.693 -3.226
C 0.495 3.360 1.700
C -0.041 4.666 1.109
C -0.243 1.357 2.788
H 3.814 -0.543 -3.334
H 5.316 -0.689 -4.230
H 0.138 0.379 -0.690
H 1.980 5.526 0.952
H 0.476 1.554 3.588
H 1.095 2.755 1.011
H -7.041 -2.244 1.852
H 0.192 0.636 2.089
H 3.562 -3.594 -0.487
H -6.168 -3.863 1.943
H 5.289 0.144 -2.653
H -6.239 -3.060 0.461
H -0.510 2.852 -1.872
H -1.072 6.331 1.720
H 4.061 -1.888 -1.125
H 1.118 -1.553 2.986
H -3.756 1.846 -1.962
H -0.883 2.455 -3.561
H 5.255 -4.259 1.221
H 0.800 4.822 -2.469
H 0.812 2.419 -2.895
H -2.428 2.303 -0.063
H 3.413 -3.013 2.389
H 1.201 3.510 2.526
H -2.636 -1.091 0.891
H 1.494 4.662 -0.393
H 0.987 -3.074 3.948
H -4.663 0.506 -3.544
H 6.417 -2.196 -2.722
H -2.569 1.283 2.002
H -1.267 5.049 2.635
H 1.519 4.217 -4.491
H 5.001 -2.877 -3.193
H -5.449 -0.248 1.666
H -0.909 4.328 0.526
H 4.820 -5.530 2.228
H 2.618 -5.746 1.274
H -3.147 -0.820 2.534
H -1.877 0.762 -0.419
H -4.242 -1.173 -3.517
H 3.224 -5.018 -0.846
H -0.246 -2.487 2.806
H -5.118 -1.128 0.174
H 2.655 -4.364 3.215
H -1.190 1.068 3.239
H 5.046 -5.841 0.501
H -4.803 1.301 -0.866
H -0.857 4.980 -3.011
H 0.834 6.326 -0.026
H -5.556 -0.622 -2.459

=====

5.
14
Properties=species:S:1:pos:R:3 method="wB97M-V/def2-TZVPD" e_lumo_ev=0.590 total_charge=0 orbital_gap_ev=9.7 e_homo_ev=-9.09
N 1.298 -0.267 0.189
N -2.202 -0.213 0.912
N 0.476 -1.259 2.163
C -0.511 0.365 -1.199
C 0.308 -0.659 1.050
C 0.927 0.691 -0.855
C -1.012 -0.271 0.499
H -0.442 -1.458 2.574
H -0.614 -0.476 -1.896
H -1.043 1.244 -1.614
H -2.042 0.285 -0.154
H 1.607 0.579 -1.707
H 2.246 -0.296 0.539
H 1.006 1.733 -0.502

=====

6.
120
Properties=species:S:1:pos:R:3 method="wB97M-V/def2-TZVPD" e_lumo_ev=-0.112 total_charge=0 orbital_gap_ev=6.8 e_homo_ev=-6.93
Sn 1.134 -0.687 0.590
Br -4.226 -3.942 5.707
Se 0.118 -3.125 -3.118
Se -1.516 -3.213 -1.518
O -1.093 0.768 2.825
O 0.022 -2.559 2.928
O -1.402 -1.599 0.948
O -2.126 1.136 -1.488
O -2.273 4.883 1.432
N 0.618 -3.860 0.180
N 3.322 -1.975 0.759
N 0.397 -0.479 -2.252
N -1.456 0.986 0.630
N 3.114 0.570 -0.211
N -5.640 -1.448 1.193
N -1.721 2.810 2.093
N 2.565 2.015 2.297
N 3.917 -2.103 -0.422
N 1.872 0.871 2.311
N -3.921 -0.943 -0.131
C -1.334 -2.643 3.063
C 3.190 0.720 -2.657
C 0.867 -5.910 1.379
C 1.311 -4.658 0.981
C 3.321 -1.301 -3.968
C 4.854 5.943 0.528
C 1.501 0.653 3.570
C -2.086 3.723 1.145
C -7.610 -0.011 -1.577
C -0.558 -4.288 -0.242
C 4.072 -2.631 1.635
C 3.592 3.909 1.273
C 5.172 -3.204 1.000
C -0.009 -0.689 -4.599
C 3.221 -2.009 -5.283
C 1.955 1.676 4.390
C 0.425 0.836 -2.405
C 0.244 1.465 -3.624
C 3.223 2.566 1.183
C -6.529 0.313 -2.405
C -4.116 -2.593 3.208
C -2.254 3.178 -0.256
C -7.434 -0.603 -0.345
C -5.045 -0.551 -0.797
C 3.183 0.080 -3.874
C -4.333 -1.475 1.063
C -3.734 3.390 -0.632
C 5.035 -2.842 -0.324
C 0.111 4.066 -0.652
C 3.616 1.804 0.056
C -5.229 0.052 -2.030
C 0.810 -2.968 4.020
C 2.646 2.518 3.545
C -0.378 -6.344 0.945
C -1.977 -3.215 4.146
C 4.485 4.496 0.399
C 4.644 2.379 -0.726
C 0.187 -1.213 -3.329
C 3.538 -1.375 -1.565
C -4.669 2.771 0.404
C -1.315 3.961 -1.201
C -1.114 -5.511 0.125
C -1.405 1.469 1.878
C 3.529 -2.010 -2.797
C -3.478 -2.041 2.092
C 3.318 0.014 -1.451
C -6.127 -0.879 0.054
C -1.942 1.688 -0.412
C 5.076 3.670 -0.555
C -3.364 -3.175 4.197
C -2.083 -2.073 2.019
C 0.018 0.684 -4.746
H 2.268 -4.282 1.315
H -4.426 1.724 0.570
H -5.191 -2.544 3.263
H -3.928 4.462 -0.699
H -0.190 -1.353 -5.434
H -6.725 0.778 -3.360
H 0.288 2.539 -3.696
H -1.427 -3.667 4.956
H -1.315 3.454 -2.170
H 3.987 6.543 0.803
H 5.958 -3.780 1.444
H -4.382 0.304 -2.648
H 3.034 0.659 -4.775
H 5.128 1.755 -1.463
H 0.782 -4.055 4.144
H 0.891 -0.194 3.805
H 2.367 -2.690 -5.273
H 0.492 -2.485 4.948
H -5.700 2.832 0.065
H -8.608 0.208 -1.927
H 1.822 -2.653 3.783
H 5.874 4.060 -1.171
H -4.594 3.293 1.357
H -1.651 3.135 3.050
H 3.088 -1.298 -6.094
H 5.259 6.323 -0.407
H -8.267 -0.845 0.295
H 5.662 -3.040 -1.173
H -0.750 -7.322 1.215
H -1.711 4.970 -1.346
H 3.809 -2.647 2.676
H 3.206 3.396 3.791
H 0.165 4.793 0.157
H 3.045 1.789 -2.620
H 3.160 4.523 2.049
H -2.084 -5.802 -0.254
H 3.679 -3.080 -2.840
H 0.794 4.395 -1.435
H -1.581 -0.613 0.795
H 1.477 -6.536 2.011
H -0.136 1.131 -5.716
H 1.787 1.804 5.441
H 4.114 -2.599 -5.476
H -3.907 2.927 -1.604
H 5.610 6.075 1.303
H -2.988 -0.818 -0.492
H 0.470 3.112 -0.260
H 0.617 1.400 -1.502

=====

| no. | E_tot (hartree) |
| --- | --- |
| 1 | -642.65883 |
| 2 | -307.66955 |
| 3 | -3097.81944 |
| 4 | -3235.39664 |
| 5 | -320.76012 |
| 6 | -10580.16261 |